{"formula": "C29H18F5N2O3S4W", "method": "ωB97M-V with the def2-TZVPD basis set", "species": ["H", "C", "C", "C", "C", "H", "H", "H", "H", "C", "O", "C", "S", "H", "C", "H", "F", "H", "C", "F", "C", "H", "C", "C", "C", "S", "N", "C", "C", "F", "C", "O", "F", "C", "C", "C", "C", "S", "C", "C", "H", "H", "N", "H", "H", "C", "F", "C", "H", "C", "H", "H", "C", "O", "H", "C", "S", "C", "W", "C", "H", "C"], "coordinates": [[-1.325, 2.469, -5.679], [5.239, 1.291, -1.059], [-1.810, 1.874, 2.787], [-2.001, 2.120, -3.677], [-2.961, 1.145, 2.442], [3.128, 1.404, 1.585], [0.923, 1.533, -5.288], [3.934, 2.807, -0.286], [1.541, 0.662, -3.055], [5.272, -0.780, 0.161], [-2.715, 0.191, -0.950], [-2.469, -4.949, -0.965], [-0.231, -2.375, 0.942], [-3.423, 4.620, 3.965], [-1.884, -5.847, -1.843], [6.464, -0.393, -1.575], [-0.464, -6.238, -3.673], [-2.987, 2.532, -3.843], [0.200, 1.555, -4.484], [-2.130, -7.145, -1.733], [0.641, 1.826, 3.490], [5.599, 1.903, -1.875], [5.725, 0.001, -0.890], [-2.593, 1.517, -1.284], [-1.031, -5.386, -2.834], [-3.024, -2.480, 0.046], [-0.288, 0.160, 2.015], [4.304, 1.797, -0.168], [-4.402, 2.842, 3.265], [-3.273, -5.413, -0.015], [-0.770, -4.027, -2.947], [-2.809, -0.048, 1.822], [-1.105, -1.838, -2.181], [1.138, -1.512, 1.628], [4.329, -0.282, 1.054], [-1.064, 2.083, -4.704], [-2.230, -3.583, -1.066], [2.623, -2.385, 1.584], [-0.391, 1.079, -2.219], [-2.017, 3.151, 3.341], [1.467, 2.044, 2.813], [-5.395, 3.222, 3.458], [1.006, -0.338, 2.127], [5.659, -1.785, 0.287], [1.003, 1.079, 4.196], [-3.288, 3.629, 3.556], [0.058, -3.580, -3.886], [-1.378, -3.150, -2.074], [-1.179, 3.783, 3.589], [-1.660, 1.607, -2.440], [4.620, -1.744, 2.614], [0.362, 2.716, 4.036], [-0.499, 1.257, 2.710], [-3.126, 2.386, -0.669], [-5.088, 0.966, 2.445], [3.823, -1.145, 2.173], [0.086, 0.636, -0.567], [0.550, 1.057, -3.235], [-1.647, -0.560, 0.473], [3.852, 1.013, 0.883], [3.354, -0.565, 2.966], [-4.246, 1.589, 2.711]], "lowdin_charge": [0.12, -0.08, -0.09, 0.01, -0.27, 0.08, 0.12, 0.11, 0.11, -0.05, -0.30, -0.23, 0.66, 0.12, -0.13, 0.11, 0.16, 0.13, -0.05, 0.15, 0.02, 0.11, -0.07, -0.53, -0.12, 0.74, -0.22, -0.08, -0.02, 0.11, -0.13, -0.23, 0.04, -1.04, -0.30, -0.04, -0.51, 0.98, -0.52, 0.00, 0.08, 0.12, -0.07, 0.12, 0.11, -0.04, 0.14, -0.25, 0.11, -0.17, 0.09, 0.08, -0.20, 0.18, 0.14, -0.38, 0.84, -0.08, 1.27, -0.06, 0.08, 0.03], "total_energy_ev": -98236.574, "charge": 1, "orbital_gap_ev": 6.07, "relative_energy_ev": 0.549, "homo_energy_ev": -11.45}


{"formula": "C29H19BeBr2Cl3N2O3P", "method": "ωB97M-V with the def2-TZVPD basis set", "species": ["C", "N", "C", "C", "Br", "C", "Be", "Cl", "C", "Cl", "P", "H", "C", "O", "C", "H", "C", "H", "C", "H", "C", "C", "C", "C", "C", "C", "H", "C", "C", "C", "H", "C", "H", "C", "H", "H", "C", "C", "H", "C", "N", "H", "C", "H", "O", "H", "H", "H", "C", "C", "H", "H", "Br", "Cl", "C", "C", "C", "H", "O", "H"], "coordinates": [[11.035, 3.240, 12.257], [15.395, 7.602, 14.842], [15.969, 4.599, 16.849], [15.569, 9.541, 16.192], [16.164, 2.776, 16.832], [9.265, 5.907, 13.241], [14.569, 4.124, 13.713], [17.643, 2.069, 11.038], [15.101, 2.937, 11.465], [15.545, 1.755, 8.967], [11.757, 4.789, 12.945], [14.257, 8.368, 10.911], [12.701, 7.712, 9.585], [15.621, 4.895, 14.461], [10.407, 5.490, 13.893], [15.774, 10.590, 16.156], [15.777, 6.799, 15.873], [9.838, 2.749, 14.048], [15.918, 8.775, 17.259], [16.042, 4.575, 19.053], [11.526, 6.952, 9.520], [12.006, 5.944, 11.624], [10.601, 5.899, 15.231], [15.843, 5.387, 15.674], [15.827, 1.748, 10.698], [9.407, 1.467, 12.444], [12.021, 3.421, 10.385], [15.233, 8.914, 15.026], [8.228, 6.513, 13.981], [15.954, 6.571, 18.328], [7.696, 7.691, 15.750], [15.901, 7.383, 17.201], [11.014, 1.376, 9.437], [11.179, 6.057, 10.511], [13.678, 6.723, 12.703], [8.792, 0.906, 13.157], [8.433, 7.066, 15.253], [13.176, 6.788, 11.739], [9.868, 7.093, 16.862], [9.639, 6.701, 15.884], [13.020, 4.492, 13.771], [11.572, 5.683, 15.646], [10.662, 1.691, 10.423], [16.235, 9.232, 18.202], [15.175, 3.023, 12.768], [9.319, -0.008, 10.794], [13.022, 8.266, 8.719], [9.117, 5.659, 12.188], [10.047, 2.551, 12.997], [15.941, 5.202, 18.127], [14.866, 9.443, 14.136], [7.251, 6.701, 13.534], [16.153, 7.166, 20.050], [15.309, 0.243, 11.430], [11.283, 2.837, 10.954], [13.441, 7.679, 10.763], [9.713, 0.956, 11.167], [10.852, 7.074, 8.690], [14.537, 3.758, 10.719], [10.317, 5.415, 10.416]], "lowdin_charge": [-0.25, 0.14, -0.65, -0.09, 0.82, -0.09, 0.03, 0.51, -0.69, 0.60, 0.73, 0.10, -0.08, -0.08, -0.30, 0.10, -0.12, 0.11, -0.06, 0.09, -0.09, -0.26, -0.05, -0.29, -1.46, -0.12, 0.10, -0.15, -0.09, -0.71, 0.09, -0.20, 0.10, -0.11, 0.09, 0.10, -0.09, -0.05, 0.09, -0.09, -0.17, 0.09, -0.08, 0.08, -0.06, 0.10, 0.09, 0.10, -0.09, -0.20, 0.11, 0.09, 0.80, 0.61, -0.09, -0.10, -0.09, 0.09, -0.02, 0.09], "total_energy_ev": -226852.065, "charge": -1, "orbital_gap_ev": 7.21, "relative_energy_ev": 1.285, "homo_energy_ev": -4.86}


{"formula": "C29H20AsClIrN4O14S2", "method": "ωB97M-V with the def2-TZVPD basis set", "species": ["O", "C", "H", "O", "C", "C", "C", "S", "C", "H", "H", "H", "N", "H", "C", "C", "C", "O", "O", "O", "C", "Ir", "O", "S", "O", "H", "C", "C", "H", "H", "C", "C", "H", "C", "C", "C", "C", "O", "H", "O", "As", "H", "C", "O", "C", "H", "C", "H", "C", "C", "H", "O", "N", "H", "N", "C", "H", "O", "C", "N", "C", "H", "C", "Cl", "H", "H", "O", "C", "C", "O", "C", "H"], "coordinates": [[1.968, 1.300, 1.864], [0.254, 3.492, -3.495], [6.728, -2.544, 1.222], [1.471, 3.638, 1.172], [0.229, -2.588, 3.740], [-1.811, -0.718, 3.912], [4.420, -0.644, -0.411], [0.857, 2.439, 1.705], [-3.008, -4.144, -0.775], [-2.601, 0.018, 3.987], [-1.509, 0.268, -4.637], [-2.755, -2.096, 5.261], [1.426, -1.124, 2.194], [-3.753, 3.155, 2.279], [0.732, 2.255, -3.061], [-2.786, 2.902, -0.960], [0.084, 1.101, -3.487], [2.389, 4.000, -1.521], [1.450, -0.250, -1.816], [3.678, 2.055, -3.077], [-3.280, -1.659, -0.345], [1.603, 0.126, 0.351], [1.151, -2.273, 0.065], [0.538, -0.546, -2.952], [-4.185, -4.327, -1.018], [-0.669, 0.447, 2.507], [-0.725, -0.464, 3.089], [-2.587, 1.533, -1.028], [-2.220, 1.049, -1.925], [4.315, -0.058, -1.317], [-3.252, 1.324, 1.285], [0.303, -1.392, 3.028], [-1.198, 4.546, -4.663], [5.785, -2.048, 1.029], [3.535, -1.524, 1.631], [0.133, -2.987, -0.076], [-1.473, 2.415, -4.771], [2.500, 1.637, -0.545], [-0.945, -3.774, 5.079], [0.249, 2.638, 2.998], [2.424, 2.340, -2.089], [-3.403, 0.690, 2.149], [-3.208, 3.483, 0.228], [-2.134, -5.123, -0.820], [-0.874, -2.838, 4.539], [-2.333, 2.469, -5.428], [4.734, -2.170, 1.919], [0.747, 4.391, -3.149], [-0.840, 3.575, -4.341], [-3.446, 2.696, 1.347], [1.024, -3.312, 3.641], [-0.044, 1.740, 0.743], [-1.228, -1.016, 0.215], [-2.575, 3.516, -1.827], [2.470, -1.704, 2.508], [-1.892, -1.899, 4.636], [-3.330, 4.557, 0.291], [0.159, -4.234, -0.203], [5.616, -1.291, -0.132], [-2.498, -0.629, 0.029], [-2.497, -2.791, -0.414], [6.434, -1.205, -0.838], [3.362, -0.747, 0.481], [-4.935, -1.404, -0.657], [2.098, 3.950, -0.584], [4.808, -2.762, 2.823], [-0.721, -1.148, -2.575], [-2.814, 0.764, 0.099], [-1.199, -2.304, -0.065], [1.233, -1.171, -4.045], [-1.010, 1.183, -4.340], [-1.172, -4.784, -0.662]], "lowdin_charge": [-0.44, -0.09, 0.09, -0.32, -0.02, -0.07, -0.06, 0.35, -0.52, 0.09, 0.12, 0.09, -0.06, 0.10, -0.20, -0.06, -0.26, -0.26, -0.47, -0.45, -0.59, 1.61, -0.06, 0.49, 0.03, 0.07, -0.02, 0.00, 0.11, 0.09, -0.02, -0.21, 0.10, -0.11, -0.27, -0.55, -0.09, -0.56, 0.09, -0.31, 0.92, 0.10, -0.08, 0.10, -0.09, 0.10, -0.03, 0.10, -0.10, -0.07, 0.11, -0.42, 0.15, 0.10, 0.12, -0.10, 0.10, 0.02, -0.08, -0.07, -0.05, 0.10, -0.22, 0.76, 0.01, 0.10, -0.29, -0.23, -0.15, -0.28, -0.08, 0.06], "total_energy_ev": -162896.030, "charge": -2, "orbital_gap_ev": [7.75, 7.49], "relative_energy_ev": 0.201, "homo_energy_ev": [-3.96, -4.06], "spin_multiplicity": 2}